# 1
{
  "formula": "FH2O3PS",
  "method": "ωB97M-V with the def2-TZVPD basis set",
  "homo_ev": -11.553,
  "spin_multiplicity": 1,
  "smiles": "O=S(=O)(F)OP",
  "lumo_energy_ha": -0.03912,
  "species": ["O", "O", "O", "F", "P", "S", "H", "H"],
  "positions_angstrom": [[-0.469, 1.846, 3.256], [0.696, 1.616, 1.098], [-0.381, 3.842, 1.892], [-1.522, 1.825, 1.134], [0.555, -0.138, 0.437], [-0.299, 2.414, 1.966], [-0.733, -0.396, 1.211], [-0.195, 0.371, -0.556]],
  "forces_ev_per_angstrom": [[0.6, -0.3, 0.0], [1.4, -0.1, -0.1], [1.1, -1.4, -1.1], [-0.8, 0.9, 0.1], [-1.1, 1.5, 3.1], [-2.1, -0.9, 0.4], [1.7, 0.0, -0.8], [-0.8, 0.3, -1.6]]
}

=====

# 2
{
  "formula": "CH2O5P",
  "method": "ωB97M-V with the def2-TZVPD basis set",
  "homo_ev": -4.405,
  "spin_multiplicity": 1,
  "charge": -1,
  "smiles": "O=C([O-])OP(O)O",
  "lumo_energy_ha": 0.15027,
  "species": ["C", "O", "O", "O", "O", "O", "P", "H", "H"],
  "positions_angstrom": [[-1.533, -0.136, 0.852], [-0.500, -0.546, -0.502], [-0.905, 0.189, 1.808], [1.554, -0.088, -1.880], [1.458, 0.681, 0.628], [-2.664, -0.348, 0.592], [1.092, -0.649, -0.434], [0.823, 0.307, -2.273], [0.674, 0.590, 1.210]],
  "forces_ev_per_angstrom": [[-0.2, -0.9, -0.4], [-0.2, 0.4, 0.3], [1.9, 0.8, 1.2], [2.0, -0.8, 0.5], [-0.4, -1.4, -1.5], [-1.1, -0.3, -1.4], [0.2, 0.2, 2.4], [-2.2, 1.5, -1.3], [0.1, 0.4, 0.4]]
}

=====

# 3
{
  "formula": "C9H8NO",
  "method": "ωB97M-V with the def2-TZVPD basis set",
  "homo_ev": -14.071,
  "spin_multiplicity": 1,
  "charge": 1,
  "smiles": "O=C1CC[NH2+]c2c#cccc21",
  "lumo_energy_ha": -0.18194,
  "species": ["C", "C", "C", "C", "C", "C", "C", "C", "C", "N", "O", "H", "H", "H", "H", "H", "H", "H", "H"],
  "positions_angstrom": [[0.596, 1.152, 3.226], [0.793, 1.658, 2.046], [-0.036, 0.090, 3.732], [-0.341, -0.805, 2.670], [0.509, 0.773, 1.065], [-0.198, -0.408, 1.285], [-0.661, -1.351, 0.205], [-0.240, -1.010, -1.182], [-0.129, 0.495, -1.541], [0.759, 1.213, -0.582], [-1.110, -2.423, 0.481], [-0.259, -0.280, 4.783], [-0.698, -1.750, 2.727], [0.786, -1.464, -1.515], [-0.942, -1.607, -1.727], [0.152, 0.601, -2.518], [-1.001, 1.003, -1.560], [0.743, 2.217, -0.752], [1.712, 1.147, -0.897]],
  "forces_ev_per_angstrom": [[0.2, 1.6, -3.7], [0.2, -0.9, 2.8], [-0.8, -2.8, 1.8], [0.9, 4.0, -2.5], [-0.2, 1.1, -2.6], [0.4, -0.2, 1.8], [2.3, 0.3, 0.9], [1.8, 0.2, -1.2], [0.6, -2.3, 2.2], [-0.1, -0.2, 1.1], [-0.8, -0.3, 0.1], [0.6, 1.0, -1.4], [-1.3, -2.8, 1.1], [-1.7, 0.4, 1.3], [-0.5, 0.3, -1.2], [1.7, 0.2, -2.4], [-3.3, 1.3, 0.7], [-1.2, 0.5, 0.7], [1.1, -1.4, 0.5]]
}

=====

# 4
{
  "formula": "C6H7NO4",
  "method": "ωB97M-V with the def2-TZVPD basis set",
  "homo_ev": -8.929,
  "spin_multiplicity": 1,
  "smiles": "Cc1cc(=O)n([C@@H](O)C=O)o1",
  "lumo_energy_ha": 0.01358,
  "species": ["C", "C", "C", "C", "C", "C", "N", "O", "O", "O", "O", "H", "H", "H", "H", "H", "H", "H"],
  "positions_angstrom": [[-1.557, -1.089, 0.417], [-1.682, 0.000, -0.368], [-0.132, -1.308, 0.641], [2.355, 0.117, 1.225], [-2.790, 0.794, -1.001], [2.222, -0.058, -0.251], [0.537, -0.378, -0.088], [0.486, -2.152, 1.246], [2.751, 1.202, 1.574], [-0.384, 0.523, -0.607], [2.487, 0.979, -0.909], [-2.300, -1.570, 1.071], [1.983, -0.700, 1.773], [-3.815, 0.314, -1.325], [-2.488, 1.128, -2.023], [-2.952, 1.656, -0.304], [2.502, -1.039, -0.866], [2.777, 1.580, -0.205]],
  "forces_ev_per_angstrom": [[-0.6, 0.4, 0.9], [1.5, -0.4, 0.0], [0.4, 0.1, -0.7], [0.9, 0.8, -0.9], [-1.2, 0.3, -0.9], [-2.7, -6.4, -0.8], [-0.1, 1.4, -0.6], [0.3, -1.5, 1.2], [0.0, 0.0, 0.6], [-1.3, 0.2, -1.1], [0.8, 2.9, -2.0], [0.3, 0.1, -1.0], [-0.2, -1.0, 1.5], [2.1, 0.2, 1.6], [0.3, 0.2, 1.0], [-0.2, -0.5, -1.0], [-0.4, 1.8, 1.9], [0.1, 1.3, 0.2]]
}

=====

# 5
{
  "formula": "C4H4O",
  "method": "ωB97M-V with the def2-TZVPD basis set",
  "homo_ev": -9.687,
  "spin_multiplicity": 1,
  "smiles": "C#CCC=O",
  "lumo_energy_ha": 0.03374,
  "species": ["O", "C", "C", "C", "C", "H", "H", "H", "H"],
  "positions_angstrom": [[-1.472, 1.014, 0.726], [-0.865, 0.549, -0.202], [-0.405, -0.945, -0.292], [0.883, -0.509, 0.242], [1.539, 0.453, 0.570], [-0.469, 1.145, -1.045], [-0.326, -1.393, -1.294], [-1.004, -1.581, 0.364], [2.118, 1.267, 0.932]],
  "forces_ev_per_angstrom": [[0.0, -0.3, -0.6], [-0.9, -0.4, -0.3], [-0.2, 0.4, 0.1], [0.5, 0.5, 0.2], [0.5, -0.8, 0.1], [-0.2, 0.1, 0.1], [-0.1, 0.4, 0.3], [0.2, 0.1, 0.0], [0.2, -0.1, 0.0]]
}

=====

# 6
{
  "formula": "C20H64N2O11",
  "method": "ωB97M-V with the def2-TZVPD basis set",
  "homo_ev": -8.897,
  "spin_multiplicity": 1,
  "smiles": "COC[C@H](C)N.COC[C@H](C)N.CC(C)O.CC(C)O.CC(C)O.CC(C)O.O.O.O.O.O",
  "lumo_energy_ha": 0.00040,
  "species": ["C", "C", "C", "O", "H", "H", "H", "H", "H", "H", "H", "H", "C", "C", "C", "O", "H", "H", "H", "H", "H", "H", "H", "H", "C", "C", "C", "O", "H", "H", "H", "H", "H", "H", "H", "H", "C", "C", "C", "O", "H", "H", "H", "H", "H", "H", "H", "H", "O", "H", "H", "O", "H", "H", "O", "H", "H", "O", "H", "H", "O", "H", "H", "C", "C", "C", "O", "C", "N", "H", "H", "H", "H", "H", "H", "H", "H", "H", "H", "H", "C", "C", "C", "O", "C", "N", "H", "H", "H", "H", "H", "H", "H", "H", "H", "H", "H"],
  "positions_angstrom": [[2.163, -8.873, 1.191], [2.978, -7.545, 1.199], [2.196, -6.467, 1.975], [4.311, -7.548, 1.602], [1.208, -8.775, 0.674], [1.907, -9.257, 2.179], [2.635, -9.709, 0.675], [3.102, -7.252, 0.157], [2.011, -6.726, 3.017], [1.175, -6.351, 1.609], [2.840, -5.605, 1.802], [4.738, -8.064, 0.914], [-3.669, 5.987, -4.337], [-3.359, 4.537, -4.034], [-2.950, 3.816, -5.340], [-2.335, 4.423, -3.066], [-3.728, 6.674, -3.492], [-4.657, 6.102, -4.781], [-2.932, 6.368, -5.044], [-4.239, 4.078, -3.583], [-3.740, 3.760, -6.089], [-2.661, 2.767, -5.393], [-2.041, 4.311, -5.681], [-1.515, 4.728, -3.461], [0.782, -0.495, 7.064], [-0.028, -1.790, 7.229], [0.320, -2.404, 8.594], [-1.327, -1.411, 7.350], [1.757, -0.759, 6.653], [0.846, -0.011, 8.039], [0.326, 0.187, 6.347], [0.176, -2.426, 6.367], [-0.082, -3.413, 8.694], [-0.041, -1.649, 9.293], [1.400, -2.453, 8.727], [-1.678, -1.447, 6.457], [2.112, -0.711, -2.591], [1.256, -1.247, -1.366], [1.653, -0.551, -0.132], [-0.118, -0.819, -1.579], [1.493, -0.853, -3.477], [3.091, -1.188, -2.636], [2.192, 0.371, -2.483], [1.187, -2.309, -1.129], [2.688, -0.566, 0.209], [1.121, -1.000, 0.707], [1.436, 0.510, -0.262], [-0.072, 0.140, -1.563], [-3.267, -1.283, 2.212], [-2.989, -0.640, 1.559], [-3.976, -1.765, 1.787], [4.858, 2.937, -7.083], [4.517, 3.240, -6.241], [5.028, 3.740, -7.575], [7.292, -3.949, -5.593], [6.687, -3.540, -6.212], [7.627, -3.222, -5.068], [6.667, 1.709, -1.469], [7.339, 1.264, -1.985], [6.433, 1.080, -0.786], [3.266, 4.548, -3.210], [3.987, 4.008, -2.888], [3.570, 5.448, -3.095], [-5.252, -5.504, -3.588], [-5.287, -5.878, -2.056], [-4.239, -7.014, -1.625], [-4.571, -7.615, -0.361], [-4.573, -6.739, 0.715], [-5.040, -4.700, -1.256], [-4.239, -5.144, -3.770], [-5.885, -4.661, -3.863], [-5.421, -6.397, -4.191], [-6.296, -6.213, -1.815], [-3.221, -6.631, -1.696], [-4.272, -7.824, -2.354], [-4.418, -7.216, 1.683], [-5.507, -6.198, 0.864], [-3.786, -5.986, 0.670], [-5.757, -3.990, -1.226], [-4.197, -4.314, -1.656], [0.846, 7.060, 2.566], [1.113, 8.527, 2.313], [-0.068, 9.575, 2.431], [-0.948, 9.549, 1.283], [-0.286, 10.076, 0.174], [2.165, 8.813, 3.305], [1.714, 6.418, 2.416], [0.150, 6.652, 1.832], [0.371, 6.809, 3.514], [1.626, 8.601, 1.354], [0.424, 10.527, 2.632], [-0.661, 9.357, 3.319], [0.486, 9.471, -0.303], [0.145, 11.062, 0.342], [-1.060, 10.111, -0.593], [1.970, 8.478, 4.238], [3.004, 8.274, 3.144]],
  "forces_ev_per_angstrom": [[0.5, -0.3, 0.2], [-2.4, -0.2, -0.8], [0.6, -0.6, -0.7], [0.7, -0.8, 1.0], [0.0, 0.5, -0.1], [0.2, 0.2, 0.3], [0.5, 0.1, -0.1], [-1.0, 0.3, -0.4], [0.7, 0.1, 0.2], [0.2, 0.2, -0.6], [-0.6, 0.5, 0.7], [0.6, -0.1, 0.2], [-0.4, 0.6, -0.4], [-0.1, -0.7, -0.3], [0.0, -0.3, -0.2], [0.1, -0.2, 0.3], [0.4, -0.4, 0.4], [0.0, -0.2, -0.4], [0.0, 0.2, 0.0], [0.1, -0.2, 0.1], [-0.1, 1.0, -0.2], [0.0, -0.3, 1.4], [-0.2, 0.4, -0.6], [0.2, 0.1, 0.0], [0.5, -0.6, -0.4], [2.5, 0.8, 1.1], [0.8, 0.1, -1.0], [-2.9, -0.2, -0.7], [0.4, 0.3, 0.3], [0.2, 0.2, -0.1], [-0.2, -0.1, 0.0], [-0.2, -0.4, 0.0], [-0.3, 0.3, 0.3], [-0.3, -0.5, 0.4], [0.1, -0.1, 0.0], [-0.6, 0.3, 0.1], [-1.3, -1.1, 1.0], [-0.2, 1.3, -1.3], [0.8, 0.4, 1.9], [0.3, -0.7, -0.2], [0.4, -0.4, -0.2], [-0.1, 0.1, -0.2], [0.3, 0.0, 0.2], [0.3, -0.2, -0.9], [0.4, -0.4, -0.6], [-0.4, 0.5, 0.1], [-0.2, 0.1, 0.3], [-0.3, 0.2, -0.1], [0.1, 0.0, 0.3], [0.1, 0.2, -0.2], [-0.2, -0.2, -0.1], [0.1, -0.2, -0.1], [-0.1, 0.1, 0.3], [0.0, 0.2, -0.2], [0.1, -0.2, 0.0], [-0.2, 0.1, -0.2], [0.1, 0.2, 0.1], [-0.1, 0.2, -0.1], [0.2, -0.1, -0.2], [-0.1, -0.1, 0.2], [-0.2, -0.1, -0.2], [0.2, -0.2, 0.1], [0.0, 0.2, 0.0], [0.9, -0.8, 1.2], [-0.2, -0.2, -0.6], [-1.9, 0.5, -0.4], [0.5, 0.0, -1.2], [0.1, 1.1, 1.5], [0.9, 0.2, 0.3], [0.2, -0.1, -0.3], [-0.4, -0.3, 0.2], [-0.2, 0.2, -0.3], [0.0, -0.4, 0.1], [0.2, 0.3, 0.5], [-0.2, -0.1, 0.1], [0.1, -0.9, -0.3], [-0.2, 0.1, -0.4], [0.1, 0.1, -0.3], [-0.2, -0.2, -0.4], [0.1, 0.7, 0.3], [-1.9, -1.1, -1.4], [0.8, -0.6, 1.5], [0.7, -1.7, -0.2], [1.5, 0.1, 1.6], [-0.7, 0.1, -1.4], [0.8, 1.5, 0.5], [0.3, 0.4, 0.3], [-0.4, 0.0, -0.2], [0.2, 0.4, 0.3], [-0.3, 0.3, -0.2], [-0.2, 0.4, -0.5], [-0.2, -0.2, -0.1], [0.3, -0.5, 0.5], [-0.1, 0.2, 0.2], [0.0, 0.5, -0.1], [-0.9, 0.2, 0.2], [0.2, 0.1, -0.8]]
}

=====

# 7
{
  "formula": "C33H26Br4O4PPtSe2",
  "method": "ωB97M-V with the def2-TZVPD basis set",
  "homo_ev": -3.648,
  "spin_multiplicity": 1,
  "charge": -1,
  "lumo_energy_ha": 0.05896,
  "species": ["Pt", "Br", "C", "C", "Br", "C", "Br", "C", "O", "C", "O", "C", "Br", "C", "C", "C", "C", "C", "C", "P", "C", "C", "C", "C", "C", "C", "C", "C", "C", "C", "C", "C", "C", "C", "C", "C", "H", "H", "H", "H", "H", "H", "H", "H", "H", "H", "H", "H", "H", "H", "H", "H", "O", "C", "C", "C", "O", "C", "Se", "C", "Se", "H", "H", "H", "H", "H", "H", "H", "H", "H", "H"],
  "positions_angstrom": [[-0.360, -0.107, 0.081], [1.736, -1.306, -6.691], [1.127, -1.564, -4.915], [0.467, -2.723, -4.556], [0.263, -4.148, -5.789], [-0.044, -2.843, -3.248], [-1.005, -4.385, -2.695], [0.090, -1.844, -2.295], [-0.462, -1.923, -1.100], [0.895, -0.691, -2.626], [1.131, 0.179, -1.709], [1.326, -0.560, -3.951], [2.236, 1.055, -4.354], [-1.322, 3.441, 5.519], [-2.221, 2.706, 4.755], [-1.837, 2.217, 3.518], [-0.558, 2.470, 3.017], [0.335, 3.211, 3.783], [-0.050, 3.694, 5.030], [-0.206, 1.813, 1.348], [1.573, 2.121, 1.055], [2.530, 1.710, 1.985], [3.882, 1.794, 1.687], [4.287, 2.271, 0.447], [3.339, 2.660, -0.488], [1.988, 2.591, -0.188], [-1.088, 3.005, 0.299], [-1.207, 4.345, 0.564], [-1.909, 5.176, -0.335], [-2.483, 4.643, -1.459], [-2.379, 3.262, -1.750], [-2.946, 2.677, -2.908], [-2.802, 1.337, -3.132], [-2.091, 0.515, -2.222], [-1.529, 1.037, -1.089], [-1.662, 2.433, -0.851], [-1.615, 3.820, 6.491], [-3.222, 2.515, 5.124], [-2.532, 1.632, 2.925], [1.318, 3.446, 3.401], [0.652, 4.276, 5.615], [2.216, 1.314, 2.944], [4.619, 1.476, 2.415], [5.341, 2.320, 0.203], [3.647, 2.993, -1.471], [1.255, 2.855, -0.938], [-0.762, 4.773, 1.455], [-1.994, 6.236, -0.127], [-3.033, 5.277, -2.146], [-3.485, 3.306, -3.608], [-3.217, 0.890, -4.028], [-1.988, -0.541, -2.444], [3.538, -3.268, 4.647], [2.499, -2.458, 5.168], [1.261, -2.389, 4.260], [0.668, -3.812, 4.158], [1.467, -4.708, 3.387], [1.658, -1.804, 2.919], [0.142, -1.943, 1.706], [0.219, -1.464, 4.877], [-1.195, -1.084, 3.559], [3.135, -4.045, 4.233], [2.923, -1.459, 5.301], [2.181, -2.820, 6.155], [-0.352, -3.776, 3.776], [0.635, -4.235, 5.165], [1.296, -4.539, 2.453], [2.524, -2.306, 2.487], [1.893, -0.746, 3.011], [0.666, -0.518, 5.180], [-0.249, -1.911, 5.757]],
  "forces_ev_per_angstrom": [[-1.0, 0.1, 1.5], [0.0, 0.0, 0.0], [0.0, 0.1, 0.2], [0.0, 0.0, 0.0], [0.0, 0.0, 0.0], [-0.1, 0.1, 0.1], [0.0, 0.0, 0.0], [0.1, -0.2, 0.0], [0.0, 0.5, -0.2], [0.0, 0.4, 0.5], [0.3, -0.1, -0.5], [0.1, -0.2, -0.2], [0.0, 0.0, 0.0], [0.1, 0.0, 0.0], [0.0, 0.0, 0.0], [0.0, 0.1, 0.0], [-0.2, -0.6, 0.1], [-0.1, 0.1, -0.1], [0.0, 0.0, 0.0], [0.4, -0.4, -1.6], [0.0, 0.2, 0.3], [0.0, 0.0, -0.1], [0.0, 0.0, 0.0], [0.0, 0.0, 0.0], [0.0, 0.0, 0.0], [0.0, 0.0, 0.0], [0.1, 0.3, 0.4], [0.0, 0.0, 0.0], [0.0, 0.0, 0.0], [0.0, -0.1, 0.0], [0.0, 0.1, -0.1], [-0.1, 0.0, 0.0], [0.1, 0.0, 0.1], [-0.3, 0.1, -0.2], [0.5, -0.3, -0.2], [-0.2, -0.1, -0.2], [0.0, 0.0, 0.0], [0.0, 0.0, 0.0], [0.0, 0.0, 0.0], [0.0, 0.0, 0.0], [0.0, 0.0, 0.0], [0.0, 0.1, 0.0], [0.0, 0.0, 0.0], [0.0, 0.0, 0.0], [0.0, 0.0, 0.0], [0.0, 0.0, 0.0], [0.0, 0.0, 0.0], [0.0, 0.0, 0.0], [0.0, 0.0, 0.0], [0.0, 0.0, 0.0], [0.0, 0.0, 0.0], [0.0, 0.1, 0.0], [-0.1, 0.1, 0.1], [0.1, 0.1, 0.0], [0.3, -0.3, 0.2], [0.1, 0.0, 0.0], [0.0, 0.1, 0.1], [0.2, 0.0, -0.1], [-0.3, 0.6, 0.3], [-0.2, -0.1, 0.2], [0.4, -0.5, -0.5], [0.0, 0.0, 0.0], [0.0, 0.0, 0.0], [0.0, 0.0, 0.0], [0.0, 0.0, 0.0], [0.0, 0.0, 0.0], [0.0, 0.0, 0.0], [-0.1, -0.1, -0.1], [0.1, 0.0, 0.1], [0.1, 0.0, -0.1], [0.0, -0.1, -0.1]]
}

=====

# 8
{
  "formula": "C4H5HoO2",
  "method": "ωB97M-V with the def2-TZVPD basis set",
  "homo_ev": [-9.616, -12.320],
  "spin_multiplicity": 6,
  "charge": 1,
  "s2": 8.7588,
  "lumo_energy_ha": [-0.10991, -0.23797],
  "species": ["H", "O", "C", "C", "C", "H", "H", "H", "C", "O", "Ho", "H"],
  "positions_angstrom": [[3.013, -1.318, 0.208], [2.060, -1.439, 0.252], [1.425, -0.299, -0.288], [-0.040, -0.438, -0.213], [-1.116, -1.061, 0.151], [1.710, -0.141, -1.343], [1.707, 0.618, 0.261], [-1.602, -1.965, 0.503], [-1.358, 0.495, -0.184], [-1.378, 1.474, 0.746], [-2.717, 3.367, 1.120], [-1.704, 0.708, -1.213]],
  "forces_ev_per_angstrom": [[0.1, 0.1, -0.1], [-0.8, 0.1, 0.0], [0.9, 0.7, -0.4], [-2.0, -1.8, 1.5], [2.3, 1.6, -0.5], [-0.1, 0.0, 0.2], [-0.2, -0.2, -0.1], [-0.3, 0.5, -0.1], [0.6, 1.5, 0.6], [-0.4, -2.4, -2.0], [0.1, 0.0, 0.0], [-0.3, 0.1, 0.8]]
}

=====

For the records above, the corresponding energy relative to the best compared isomer or geometry (same formula, charge and spin) values read 42.4 30.5 52.8 85.7 53.3 45.5 0.0 20.1 kcal per mole.